Arrangement P

The following is a quantum chemistry calculation of an isolated molecule of C3H3N5, from OMol25.

Each line ends with the Löwdin charge.
Atoms and positions in Å:
1 N -1.9476 -0.4235 0.7590  0.162
2 C -1.1478 -0.1643 -0.1447  -0.545
3 N -0.7800 1.1437 -0.5599  0.149
4 C 0.4432 1.4206 -0.2964  -0.193
5 N 1.2908 0.7121 0.5379  0.045
6 N 1.5146 -0.5070 0.5736  0.066
7 C 0.7999 -1.3981 -0.3124  -0.187
8 N -0.4135 -1.2894 -0.6160  0.145
9 H -2.1366 0.4744 1.2833  0.092
10 H 0.8756 2.3537 -0.6803  0.121
11 H 1.5015 -2.3221 -0.5439  0.146

Computed properties:
Multiplicity: 1
SMILES: N=c1ncnncn1



Arrangement Q

The following is a quantum chemistry calculation of an isolated molecule of C3H3N5, from OMol25.

Each line ends with the Löwdin charge.
Atoms and positions in Å:
1 H 0.7215 1.5176 2.3635  0.133
2 N 1.1912 0.6975 1.7272  0.146
3 C 0.7645 0.5900 0.5430  -0.426
4 C 1.3350 -0.5623 -0.3161  -0.030
5 C 0.4450 -1.3382 -0.8428  -0.104
6 N -0.8765 -1.3012 -0.2066  0.034
7 N -1.6020 -0.3033 -0.0395  -0.050
8 N -1.2872 0.9250 -0.5479  0.008
9 N -0.0775 1.2890 -0.4494  0.097
10 H 2.2866 -0.6229 -0.4137  0.040
11 H 0.2899 -2.1801 -1.6406  0.152

Computed properties:
Multiplicity: 1
SMILES: [H]/N=c1/ccnnnn1



Arrangement R

The following is a quantum chemistry calculation of an isolated molecule of C3H3N5, from OMol25.

Each line ends with the Löwdin charge.
Atoms and positions in Å:
1 N 2.0835 -0.2106 0.7111  0.165
2 C 1.0879 -0.0547 -0.0530  -0.516
3 N 0.4581 -1.2180 -0.6268  0.157
4 C -0.7617 -1.3904 -0.2978  -0.167
5 N -1.5035 -0.5555 0.5977  0.071
6 N -1.4299 0.7064 0.5398  0.053
7 C -0.6086 1.4137 -0.3172  -0.204
8 N 0.6206 1.1836 -0.6164  0.157
9 H 2.4186 0.7066 0.9956  0.058
10 H -1.3086 -2.2589 -0.6208  0.107
11 H -1.0170 2.4000 -0.6046  0.121

Computed properties:
Multiplicity: 1
SMILES: N=c1ncnncn1



Arrangement S

The following is a quantum chemistry calculation of an isolated molecule of C3H3N5, from OMol25.

Each line ends with the Löwdin charge.
Atoms and positions in Å:
1 C 0.5459 1.4483 0.6706  -0.116
2 N -0.0179 0.8735 1.7723  0.037
3 N -0.2582 -0.4482 1.3842  0.044
4 C -0.0622 -0.5265 0.0766  -0.300
5 N -0.5217 -1.2307 -0.9725  0.078
6 N -0.0218 -0.5982 -2.1561  0.001
7 N 0.5047 0.5535 -1.8408  0.041
8 C 0.5290 0.6545 -0.4919  -0.244
9 H 0.7792 2.6563 0.6926  0.160
10 H -0.6043 -1.1848 1.9344  0.138
11 H -0.8727 -2.1978 -1.0694  0.161

Computed properties:
Multiplicity: 1
SMILES: c1n[nH]c2[nH]nnc12



Most stable: arrangement S (next structure +0.0039 hartree)



Arrangement P

The following is a quantum chemistry calculation of an isolated molecule of C3H3N5, from OMol25.

Each line ends with the Löwdin charge.
Atoms and positions in Å:
1 H 1.5973 1.8539 1.5053  0.136
2 N 0.4599 1.6839 1.2064  0.105
3 C 0.1715 1.2763 -0.0619  -0.492
4 N -0.9954 0.8516 -0.6573  0.128
5 C -1.4560 -0.2718 -0.2868  -0.275
6 N -0.8996 -1.3206 0.3382  0.109
7 C 0.4116 -1.2860 0.0788  -0.198
8 N 1.1463 -0.5813 -0.8427  0.055
9 N 0.9946 0.6761 -1.0374  0.114
10 H -2.5169 -0.6899 -0.7060  0.166
11 H 1.0866 -2.1923 0.4633  0.153

Computed properties:
Multiplicity: 1
SMILES: [H]/N=c1/ncncnn1



Arrangement Q

The following is a quantum chemistry calculation of an isolated molecule of C3H3N5, from OMol25.

Each line ends with the Löwdin charge.
Atoms and positions in Å:
1 H 2.3041 0.5398 1.3120  0.025
2 N 1.9951 -0.2526 0.8572  0.189
3 C 1.1227 -0.0193 -0.0373  -0.370
4 C 0.2508 1.1879 -0.4336  -0.079
5 N -0.9858 1.3952 -0.2359  0.050
6 N -1.5663 0.5940 0.7268  -0.019
7 N -1.7010 -0.7334 0.6995  0.065
8 C -0.8325 -1.3648 -0.2764  -0.168
9 N 0.3698 -1.0502 -0.7063  0.119
10 H 0.5335 1.8224 -1.2243  0.092
11 H -1.4905 -2.1192 -0.6816  0.097

Computed properties:
Multiplicity: 1
SMILES: [H]/N=c1\cnnncn1



Most stable: arrangement Q (next structure +0.0073 hartree)



Arrangement P

The following is a quantum chemistry calculation of a cluster of 2 separate species, C5H6O3 in total, from OMol25.

Each line ends with the Löwdin charge.
Atoms and positions in Å:
1 O 0.9327 1.8094 0.7499  0.129
2 C 1.1173 0.6417 0.5480  -0.333
3 C 1.8373 -0.3613 -0.2939  0.040
4 C 0.9479 -0.7691 0.8609  -0.346
5 O 0.7486 -1.6302 1.6716  0.131
6 H 2.9113 -0.4557 -0.1731  0.121
7 H 1.5239 -0.5499 -1.3116  0.111
8 C -1.3461 -0.8378 -0.3981  0.014
9 C -1.3859 0.4961 -0.4791  -0.291
10 O -1.9129 1.2543 0.4990  0.029
11 H -1.0139 -1.4294 -1.2312  0.073
12 H -1.8113 -1.3456 0.4281  0.084
13 H -0.9817 1.0226 -1.3399  0.130
14 H -1.5674 2.1548 0.4697  0.107

Computed properties:
Multiplicity: 1
SMILES: O=C1CC1=O.C=CO



Arrangement Q

The following is a quantum chemistry calculation of a structure of composition C5H6O3, from OMol25.

Each line ends with the Löwdin charge.
Atoms and positions in Å:
1 C -0.6169 0.0012 0.1377  -0.575
2 C 0.2964 -1.1247 0.1559  -0.074
3 C 1.3299 -0.0293 0.0567  -0.153
4 C 0.4251 0.8292 0.8466  -0.039
5 C -0.3579 0.4558 -1.2127  -0.465
6 H -2.4059 0.2340 -0.3038  0.103
7 H 0.1308 -1.8313 -0.7523  0.163
8 H 0.1085 -1.9751 0.9860  0.188
9 H 2.4984 -0.0368 0.4593  0.210
10 H 0.3678 0.4569 1.9413  0.172
11 H 0.1895 1.8621 0.8118  0.126
12 O -1.9056 -0.3352 0.2653  0.110
13 O 1.0213 0.4925 -1.4102  0.057
14 O -1.0814 1.0007 -1.9815  0.177

Computed properties:
Multiplicity: 1



Arrangement R

The following is a quantum chemistry calculation of a cluster of 2 separate species, C5H6O3 in total, from OMol25.

Each line ends with the Löwdin charge.
Atoms and positions in Å:
1 C 0.4373 -1.5230 0.2383  -0.261
2 C 0.7862 0.1818 -1.4474  -0.295
3 C -0.5288 1.3378 -0.0093  -0.080
4 C -0.7954 0.3080 1.1473  -0.043
5 C -0.5614 -0.9394 1.1100  -0.074
6 H 1.0630 -0.0547 -2.7300  0.211
7 H 1.5783 1.2634 -0.8687  0.199
8 H -1.4226 1.8677 -0.0103  0.097
9 H 0.5345 1.7505 0.1466  0.114
10 H -1.4980 0.7324 1.9105  0.127
11 H -1.0952 -1.7304 1.5898  0.128
12 O 0.7604 -2.7094 0.8090  -0.006
13 O 1.2732 -0.8877 -0.6974  -0.004
14 O -0.5313 0.4031 -1.1884  -0.112

Computed properties:
Multiplicity: 1



Most stable: arrangement Q (next structure +0.0307 hartree)



Arrangement P

The following is a quantum chemistry calculation of an isolated molecule of C5H6O3, from OMol25.

Each line ends with the Löwdin charge.
Atoms and positions in Å:
1 O 2.2809 -1.5766 0.0057  0.047
2 C 1.8609 -0.4370 0.1107  -0.196
3 C 0.4283 -0.0229 0.0116  -0.146
4 C 0.1679 1.4389 -0.0087  -0.203
5 O 1.0863 2.2361 -0.0334  0.042
6 C -0.5164 -0.9474 -0.2392  0.031
7 C -1.9655 -0.9543 0.1265  -0.217
8 O -2.5305 0.3429 -0.0566  -0.067
9 H 2.5263 0.4026 0.2859  0.117
10 H -0.9445 1.7041 -0.0031  0.131
11 H -0.1126 -1.8742 -0.6117  0.122
12 H -2.0847 -1.3030 1.1573  0.134
13 H -2.4958 -1.7194 -0.4227  0.113
14 H -3.4331 0.3058 0.2632  0.093

Computed properties:
Multiplicity: 1
SMILES: O=CC(C=O)=CCO



Arrangement Q

The following is a quantum chemistry calculation of an isolated molecule of C5H6O3, from OMol25.

Each line ends with the Löwdin charge.
Atoms and positions in Å:
1 O -1.6043 0.2933 1.4547  0.011
2 C -0.2841 0.0838 1.0558  -0.309
3 C -0.0314 -1.1606 0.3079  -0.183
4 O -0.9065 -1.1388 -0.8383  0.028
5 C 0.4915 -0.9183 -1.0140  -0.166
6 C 0.7820 0.5810 -1.1204  -0.186
7 O 1.6332 1.0941 -0.1057  0.017
8 C 0.1890 1.1537 0.0758  -0.158
9 H -2.1341 -0.1322 0.7674  0.101
10 H 0.3712 0.1671 1.9979  0.188
11 H 0.1812 -2.1009 0.7923  0.158
12 H 1.1685 -1.6302 -1.5120  0.163
13 H 0.7998 1.0773 -2.1063  0.159
14 H -0.2478 2.1923 0.1450  0.177

Computed properties:
Multiplicity: 1
SMILES: OC1[C@H]2O[C@H]2[C@@H]2O[C@H]12



Most stable: arrangement P (next structure +0.0262 hartree)